Record 1
{"formula": "C16H11CuF9N2Se", "method": "ωB97M-V/def2-TZVPD", "elements": ["Cu", "C", "N", "C", "C", "C", "N", "C", "C", "F", "C", "F", "C", "C", "F", "C", "F", "H", "H", "H", "H", "H", "H", "H", "H", "H", "H", "H", "F", "C", "C", "F", "C", "F", "C", "Se", "C", "F", "C", "F"], "xyz": [[-0.220, 0.246, -0.228], [2.165, 1.576, -0.698], [1.789, 0.214, -0.246], [2.528, -0.042, 1.026], [2.141, -0.772, -1.331], [1.343, -0.443, -2.529], [-0.034, -0.398, -2.002], [-1.121, -0.270, -2.850], [-2.398, -0.560, -2.321], [-2.490, -0.706, -0.984], [-3.563, -0.415, -3.033], [-4.682, -0.612, -2.300], [-3.589, -0.086, -4.380], [-2.291, 0.137, -4.942], [-2.240, 0.485, -6.247], [-1.130, 0.100, -4.224], [0.076, 0.351, -4.867], [3.211, 1.553, -0.947], [2.164, 2.231, 0.155], [1.497, 1.959, -1.507], [3.506, 0.304, 0.786], [2.408, -1.075, 1.363], [1.991, 0.624, 1.725], [1.822, -1.827, -1.030], [3.224, -0.802, -1.526], [1.336, -1.279, -3.215], [1.646, 0.418, -3.107], [-4.473, 0.043, -4.984], [-0.327, -1.343, 7.062], [-0.293, -0.746, 5.811], [0.132, 0.543, 5.641], [0.437, 1.296, 6.718], [-0.041, 1.226, 4.421], [0.145, 2.574, 4.430], [-0.461, 0.573, 3.315], [-0.847, 1.481, 1.616], [-0.669, -0.819, 3.461], [-1.077, -1.580, 2.449], [-0.663, -1.446, 4.659], [-0.953, -2.714, 4.859]], "atomic_forces_ev_per_a": [[0.173, -0.371, 0.105], [-0.494, -0.029, 0.000], [0.355, -0.625, -0.626], [-2.241, 0.607, -0.456], [0.264, -1.252, 1.072], [-1.897, -0.562, -0.465], [-0.803, 0.654, -0.731], [0.285, -0.355, 0.055], [0.832, 1.071, -0.362], [0.111, -0.338, 0.281], [-0.703, -0.181, 0.067], [0.006, 0.136, -0.666], [1.977, 0.085, 0.020], [-2.033, 0.271, -0.336], [0.125, -0.181, 0.411], [1.429, -0.502, 0.380], [-1.306, -0.120, 0.572], [0.568, 0.011, -0.879], [-0.648, 0.386, 0.368], [0.759, -0.358, 0.662], [1.214, -0.205, 0.642], [0.344, 0.167, -0.269], [0.770, -0.307, 0.144], [0.444, 1.498, 0.061], [-0.132, 0.254, 0.197], [0.527, -0.311, -0.356], [0.224, 0.455, 0.140], [-0.031, -0.089, 0.131], [0.153, 0.929, -2.120], [0.380, -0.478, 1.007], [-0.665, 1.562, 0.949], [0.135, -0.406, -0.310], [0.467, 0.953, 1.107], [0.006, -1.132, -0.040], [-0.276, -1.198, -2.111], [0.040, 0.028, 1.073], [-0.693, 0.632, -0.488], [0.046, 0.025, -0.864], [0.676, 0.149, 2.263], [-0.386, -0.870, -0.628]], "mulliken_spin": [0.64, -0.01, 0.16, -0.01, -0.01, 0.00, 0.13, -0.05, 0.00, 0.00, 0.00, 0.00, 0.02, -0.01, 0.00, 0.01, 0.00, 0.00, 0.00, 0.00, 0.00, 0.00, 0.00, 0.00, 0.00, 0.00, 0.00, 0.00, 0.00, 0.01, -0.01, 0.00, 0.00, 0.00, 0.00, 0.09, 0.00, 0.00, 0.00, 0.00], "e_homo_ev": [-8.12, -8.02], "max_force_ha_per_bohr": 0.0475, "spin_multiplicity": 2, "homo_lumo_gap_ev": [8.247, 6.018]}

***

Record 2
{"formula": "C16H11F3IrN3O7S2", "method": "ωB97M-V/def2-TZVPD", "elements": ["Ir", "C", "C", "N", "C", "C", "N", "C", "O", "O", "C", "O", "O", "H", "H", "H", "H", "H", "S", "C", "C", "C", "C", "C", "C", "C", "C", "C", "N", "H", "H", "H", "H", "H", "H", "F", "C", "F", "F", "S", "O", "O", "O"], "xyz": [[0.301, -0.143, -0.719], [1.360, 1.182, 2.793], [0.475, 0.010, 2.575], [0.005, -0.427, 1.415], [-0.789, -1.502, 1.669], [-0.818, -1.737, 3.011], [-0.011, -0.771, 3.558], [-1.543, -2.676, 3.910], [-2.249, -3.617, 3.336], [-1.455, -2.519, 5.105], [-1.438, -2.184, 0.526], [-2.107, -3.193, 0.739], [-1.254, -1.647, -0.628], [1.686, 1.578, 1.836], [2.243, 0.881, 3.355], [0.837, 1.962, 3.349], [0.157, -0.702, 4.551], [-2.225, -3.560, 2.330], [-1.029, 0.902, -4.826], [0.019, -0.443, -4.989], [0.493, -0.888, -3.790], [0.026, -0.119, -2.701], [-0.844, 0.866, -3.111], [-1.467, 1.678, -2.116], [-2.365, 2.725, -2.333], [-2.920, 3.392, -1.267], [-2.582, 2.989, 0.023], [-1.686, 1.962, 0.183], [-1.113, 1.327, -0.846], [0.209, -0.843, -5.972], [1.151, -1.739, -3.696], [-2.600, 2.986, -3.356], [-3.610, 4.211, -1.416], [-3.008, 3.478, 0.886], [-1.406, 1.634, 1.174], [4.685, -1.992, -1.289], [4.456, -0.708, -1.033], [4.322, -0.059, -2.186], [5.492, -0.204, -0.375], [2.912, -0.552, -0.028], [2.421, 0.821, -0.273], [3.288, -0.861, 1.312], [1.980, -1.498, -0.682]], "atomic_forces_ev_per_a": [[-2.050, -1.556, 0.778], [0.022, -0.078, 0.058], [-0.045, -0.047, -0.010], [0.912, 0.627, 0.310], [-0.083, -0.199, -0.079], [-0.070, 0.007, 0.033], [-0.083, 0.010, -0.039], [0.136, 0.148, 0.022], [-0.130, -0.156, -0.174], [0.031, -0.070, -0.054], [-0.017, -0.155, 0.394], [-0.102, 0.062, -0.221], [1.213, 1.251, -0.491], [-0.012, 0.014, -0.006], [0.018, 0.040, -0.007], [-0.004, -0.011, 0.013], [-0.040, 0.022, 0.000], [0.050, 0.101, 0.142], [-0.138, -0.042, 0.047], [-0.172, 0.091, 0.066], [0.215, -0.170, -0.214], [0.568, 0.506, 0.190], [0.291, -0.168, -0.405], [-0.071, 0.123, 0.297], [0.065, -0.079, -0.204], [0.084, -0.111, 0.119], [-0.142, 0.185, -0.116], [0.128, -0.028, 0.321], [-0.068, -0.019, -0.358], [0.040, -0.007, 0.002], [0.043, 0.035, 0.009], [-0.054, 0.039, 0.022], [-0.010, -0.014, -0.069], [0.030, -0.057, 0.052], [0.090, -0.076, -0.064], [-0.005, -0.019, 0.090], [0.011, -0.012, -0.214], [-0.080, -0.009, 0.011], [-0.060, 0.049, 0.081], [0.725, -0.067, 0.098], [-0.821, -0.139, -0.430], [0.029, 0.020, 0.001], [-0.444, -0.040, -0.003]], "nbo_charge": [1.19, -0.68, 0.43, -0.54, 0.00, 0.02, -0.47, 0.77, -0.66, -0.60, 0.78, -0.64, -0.63, 0.27, 0.25, 0.23, 0.45, 0.52, 0.44, -0.37, -0.28, -0.14, -0.35, 0.23, -0.23, -0.13, -0.28, 0.08, -0.41, 0.24, 0.24, 0.23, 0.23, 0.23, 0.21, -0.30, 0.73, -0.30, -0.30, 2.31, -0.94, -0.91, -0.91], "e_homo_ev": -8.54, "max_force_ha_per_bohr": 0.0523, "e_above_lowest_kcal_mol": 12.9, "homo_lumo_gap_ev": 7.832}

***

Record 3
{"formula": "C16H11MgN3O4", "method": "ωB97M-V/def2-TZVPD", "elements": ["Mg", "O", "C", "C", "O", "C", "O", "C", "O", "C", "H", "H", "C", "H", "H", "N", "C", "C", "C", "C", "C", "C", "C", "N", "C", "C", "N", "C", "H", "H", "H", "H", "H", "H", "H"], "xyz": [[-1.920, 1.259, 0.390], [-2.445, 0.104, -2.848], [-2.338, 0.538, -1.793], [-2.888, 2.587, 2.048], [-3.365, 3.359, 2.751], [-3.263, -0.580, 0.943], [-3.858, -1.536, 1.165], [-1.421, 3.356, -0.481], [-1.164, 4.425, -0.805], [-6.198, 2.803, -0.054], [-5.943, 3.476, -0.882], [-6.662, 1.844, -0.317], [-5.979, 3.145, 1.221], [-6.273, 2.499, 2.058], [-5.547, 4.115, 1.489], [7.491, -3.240, -2.341], [6.417, -2.985, -1.944], [5.125, -2.587, -1.447], [4.416, -1.558, -2.083], [3.273, -1.017, -1.491], [2.818, -1.533, -0.274], [3.466, -2.623, 0.328], [4.604, -3.163, -0.284], [1.711, -0.938, 0.374], [1.113, -1.343, 1.575], [0.057, -0.513, 1.800], [-0.054, 0.371, 0.725], [0.968, 0.102, -0.101], [4.791, -1.176, -3.030], [2.770, -0.185, -1.979], [3.096, -3.022, 1.274], [5.096, -4.023, 0.178], [1.483, -2.152, 2.171], [-0.622, -0.485, 2.645], [1.243, 0.675, -0.981]], "atomic_forces_ev_per_a": [[0.604, -0.244, 0.109], [0.356, 1.552, 3.726], [-0.407, -1.578, -3.957], [-1.963, 3.015, 2.782], [2.021, -3.016, -2.534], [-2.301, -3.622, 0.941], [2.186, 3.536, -0.816], [1.033, 4.205, -1.285], [-0.936, -3.947, 1.150], [0.258, -0.108, 0.126], [-0.180, -0.256, 0.367], [0.132, 0.451, 0.115], [-0.008, -0.096, -0.180], [0.067, 0.232, -0.381], [-0.250, -0.290, -0.157], [-2.699, 0.580, 1.004], [2.403, -0.661, -1.106], [-0.408, 0.086, 0.242], [-0.054, 0.128, 0.201], [0.291, -0.356, 0.003], [1.321, -0.645, -0.399], [0.020, 0.274, -0.491], [-0.237, 0.069, 0.493], [-1.981, 0.894, 0.679], [0.049, 0.704, -0.532], [0.297, -0.239, -0.649], [-0.177, 0.183, -0.092], [0.223, -0.598, 0.819], [-0.119, 0.056, 0.273], [0.185, -0.255, 0.022], [0.288, -0.045, -0.404], [-0.068, 0.408, -0.162], [0.108, -0.077, 0.057], [0.191, -0.088, -0.172], [-0.247, -0.256, 0.207]], "nbo_charge": [1.57, -0.32, 0.40, 0.40, -0.32, 0.40, -0.32, 0.40, -0.31, -0.40, 0.21, 0.21, -0.42, 0.21, 0.20, -0.20, 0.23, -0.13, -0.12, -0.25, 0.19, -0.22, -0.13, -0.32, -0.03, -0.09, -0.75, 0.22, 0.25, 0.21, 0.23, 0.26, 0.26, 0.23, 0.23], "e_homo_ev": -14.45, "max_force_ha_per_bohr": 0.0884, "charge": 2, "homo_lumo_gap_ev": 6.141}